Record 1
Computed, not measured: a structure of composition C47H52BiI2N10O4S2Se in a non-equilibrium geometry, with wB97M-V/def2-TZVPD.

Atoms and positions in Å:
Bi: 0.98372 -0.85556 0.04370
N: -2.23843 -2.03596 0.20285
C: -1.15609 -1.63700 0.14400
I: 1.29774 -1.42466 2.95133
I: 0.75009 0.17975 5.55323
O: 0.67993 2.71999 -1.89827
C: 1.62642 2.67081 -2.84984
C: 2.33226 3.84737 -3.10943
C: 3.29766 3.88336 -4.09747
C: 3.57767 2.74734 -4.85206
C: 2.87874 1.58039 -4.58964
C: 1.90820 1.51356 -3.59148
C: 1.20910 0.19012 -3.35129
O: 1.41274 -0.73416 -4.13375
O: 0.45205 0.12399 -2.29875
H: 0.26537 1.82519 -1.84720
H: 2.10425 4.72342 -2.51389
H: 3.83620 4.80630 -4.28213
H: 4.33120 2.77447 -5.62924
H: 3.07111 0.67017 -5.14269
N: 1.80438 -2.49249 1.17012
C: 1.64398 -3.89422 1.25853
C: 0.64409 -4.61978 0.60516
C: 0.59681 -6.00711 0.68520
C: 1.52620 -6.71091 1.43823
C: 2.50969 -6.00089 2.12014
C: 2.56729 -4.61986 2.02967
H: -0.12328 -4.09349 0.05349
H: -0.19238 -6.53999 0.16766
H: 1.47287 -7.79007 1.50665
H: 3.23866 -6.52831 2.72566
H: 3.32652 -4.06426 2.57004
C: 5.40983 -1.82309 1.21396
N: 4.71047 -0.65765 1.70671
C: 4.08572 0.26521 0.93494
Se: 3.99421 0.35150 -0.90083
N: 3.48514 1.12956 1.78298
C: 3.72223 0.77460 3.10631
C: 3.31631 1.32423 4.30716
C: 3.75423 0.69674 5.46342
C: 4.56285 -0.44056 5.41529
C: 4.95470 -0.99806 4.20547
C: 4.51473 -0.36477 3.05599
H: 5.63072 -1.66583 0.16159
H: 4.78654 -2.71114 1.32880
H: 6.34097 -1.95083 1.76735
H: 2.85783 1.85393 1.46285
H: 2.64011 2.16852 4.34457
H: 3.42674 1.07705 6.42233
H: 4.87275 -0.91123 6.33994
H: 5.55276 -1.90000 4.16355
C: -5.36218 5.54990 -1.86909
C: -4.72440 4.93333 -0.63039
N: -5.57615 3.95186 0.03633
C: -6.67867 4.44014 0.86332
C: -8.05364 4.25054 0.23119
C: -5.44299 2.60151 -0.10966
O: -6.17252 1.81631 0.47472
C: -4.37589 2.13273 -1.05723
C: -4.67961 1.93633 -2.39463
C: -3.67761 1.52086 -3.25250
C: -2.40424 1.32391 -2.73905
N: -2.10441 1.48479 -1.45121
C: -3.07917 1.86323 -0.62902
H: -4.68876 6.28769 -2.31071
H: -6.30149 6.05039 -1.62264
H: -5.56564 4.77965 -2.61554
H: -4.49448 5.71839 0.09261
H: -3.78290 4.46060 -0.89628
H: -6.49200 5.49881 1.04721
H: -6.64702 3.91643 1.82010
H: -8.09679 4.71529 -0.75628
H: -8.82209 4.70575 0.86082
H: -8.27261 3.18930 0.12977
H: -5.68641 2.11557 -2.75703
H: -3.87317 1.36389 -4.30519
H: -1.58604 1.00607 -3.37568
H: -2.80263 1.98883 0.41386
S: 2.19065 -6.15532 -4.34240
C: 1.90169 -4.70351 -3.33801
C: 2.92515 -4.19005 -2.55483
C: 2.64903 -3.10277 -1.74424
N: 1.44612 -2.53159 -1.71370
C: 0.48216 -2.98272 -2.51542
C: 0.66310 -4.08219 -3.33259
C: 1.59933 -7.38406 -3.18866
C: 2.48775 -8.04111 -2.35310
C: 1.99303 -9.01374 -1.49597
N: 0.70635 -9.35373 -1.42740
C: -0.13795 -8.70350 -2.22998
C: 0.25544 -7.72078 -3.12686
H: 3.91077 -4.63458 -2.56514
H: 3.39978 -2.67913 -1.08815
H: -0.45690 -2.44466 -2.48750
H: -0.14337 -4.43544 -3.95985
H: 3.54100 -7.79424 -2.36411
H: 2.66413 -9.54349 -0.82806
H: -1.18284 -8.98624 -2.15390
H: -0.46949 -7.22964 -3.76256
C: -0.56066 5.13624 3.40615
N: -0.63244 4.42443 2.13104
C: 0.32207 4.94955 1.16325
C: -0.78049 3.04270 2.20410
S: 0.39299 2.00359 1.62235
N: -1.93399 2.60967 2.75137
C: -2.17618 1.20753 3.08460
C: -3.07973 3.46667 3.00393
H: 0.47812 5.18155 3.75411
H: -1.14424 4.63704 4.17213
H: -0.92960 6.15715 3.28737
H: 0.08264 6.00360 1.00050
H: 0.25156 4.40853 0.22337
H: 1.35365 4.87275 1.52524
H: -1.26954 0.62803 2.96781
H: -2.95611 0.80079 2.43440
H: -2.49697 1.13308 4.12416
H: -2.97151 4.40951 2.47941
H: -3.20990 3.65495 4.07376
H: -3.97468 2.95727 2.64460

Properties
LUMO level, eV: 1.89
Relative energy (zero: lowest compared OMol25 entry of this formula, charge and spin), kcal per mole: 8.7
Total charge: -1
2S+1: 1
Frontier orbital gap, eV: 6.600



Record 2
Computed, not measured: a structure of composition C21H25N8O5S2Se2Tl, with wB97M-V/def2-TZVPD.

Atoms and positions in Å:
Tl: -1.04760 0.32717 -1.46111
O: 0.08082 1.60327 -5.56680
C: -0.05116 1.36241 -4.36681
O: -1.06363 0.90058 -3.76902
C: 1.14587 1.64905 -3.46088
C: 2.30376 2.19962 -3.98873
C: 3.36614 2.46293 -3.14241
C: 3.23921 2.16651 -1.79556
C: 2.05317 1.61604 -1.34379
N: 1.03525 1.36100 -2.16681
H: 2.32157 2.40773 -5.04841
H: 4.28083 2.89797 -3.52837
H: 4.02578 2.34875 -1.07717
H: 1.91527 1.36933 -0.29752
O: -4.29892 1.47201 1.61864
C: -4.43018 0.99714 0.27304
C: -4.49992 -0.53030 0.21214
C: -5.78781 -0.99070 0.92368
O: -5.84736 -0.67170 2.30317
C: -4.62414 -1.04009 -1.22877
Se: -3.39148 -0.37040 -2.61141
C: -3.31921 -1.21350 0.92297
Se: -1.55191 -0.35651 1.06125
H: -3.35232 1.41460 1.82395
H: -3.61812 1.38411 -0.33973
H: -5.36137 1.41574 -0.11792
H: -5.87834 -2.07988 0.84295
H: -6.64307 -0.54849 0.39298
H: -5.40345 0.19091 2.39398
H: -5.62122 -0.80746 -1.61425
H: -4.54511 -2.12933 -1.20038
H: -3.20489 -2.21348 0.49980
H: -3.56897 -1.34077 1.97737
C: 5.85643 -2.93029 3.59606
C: 5.41744 -1.66001 2.91757
C: 6.33796 -0.69271 2.52787
C: 5.80694 0.39299 1.84814
N: 4.52146 0.54820 1.60208
C: 3.67330 -0.41488 2.05821
S: 1.98579 -0.22421 1.82438
N: 4.12165 -1.53471 2.69087
H: 6.84747 -2.82674 4.03983
H: 5.88962 -3.74408 2.86816
H: 5.13578 -3.20530 4.36470
H: 7.39674 -0.78727 2.72684
H: 6.46152 1.18068 1.47778
O: -1.52919 2.58630 -0.86074
N: -0.63169 3.48089 -0.95660
C: -0.98164 4.69406 -0.58072
C: -2.28628 5.02793 -0.09386
N: -3.32030 5.32211 0.31792
C: -0.00663 5.73187 -0.68130
N: 0.74700 6.60019 -0.75439
C: 0.35118 -3.55731 1.48259
N: 0.81847 -2.89778 0.28105
C: 0.10994 -2.80659 -0.83124
N: -1.05164 -3.50859 -0.91062
S: 0.63230 -1.89183 -2.16894
H: 1.10011 -3.39535 2.25349
H: 0.22084 -4.62729 1.30345
H: -0.58445 -3.11084 1.83444
H: 1.48130 -2.13407 0.43972
H: -1.55265 -3.64351 -0.04335
H: -1.62627 -3.22614 -1.69343

Properties
LUMO level, eV: 4.03
Relative energy (zero: lowest compared OMol25 entry of this formula, charge and spin), kcal per mole: 12.3
Total charge: -2
2S+1: 1
Frontier orbital gap, eV: 6.678



Question: 2S+1 of number 1 (C47H52BiI2N10O4S2Se)?
Answer: 1